{"formula": "C4H6N2", "method": "the ωB97M-V functional and the def2-TZVPD basis", "elements": ["N", "C", "C", "C", "N", "C", "H", "H", "H", "H", "H", "H"], "xyz": [[-0.16, 1.51, 0.88], [0.34, 0.76, -0.78], [0.78, 0.49, 0.57], [0.27, -0.98, 0.51], [-1.06, -1.10, 0.05], [-0.27, -0.60, -1.02], [-1.11, 1.15, 1.01], [0.74, 1.42, -1.55], [1.79, 0.67, 0.92], [0.75, -1.83, 0.99], [-1.73, -0.44, 0.43], [-0.35, -1.07, -2.01]], "gap_ha": 0.34365, "e_above_lowest_kcal_mol": 126.0, "multiplicity": 1, "e_homo_ev": -8.46}

=====

{"formula": "C9H18Cl3FeO3", "method": "the ωB97M-V functional and the def2-TZVPD basis", "elements": ["Fe", "Cl", "Cl", "Cl", "C", "C", "O", "C", "H", "H", "H", "H", "H", "H", "C", "C", "O", "C", "H", "H", "H", "H", "H", "H", "C", "C", "O", "C", "H", "H", "H", "H", "H", "H"], "xyz": [[-24.19, 9.07, 15.31], [-23.23, 7.65, 13.70], [-22.31, 9.23, 16.77], [-26.40, 9.20, 14.49], [-26.72, 7.04, 18.08], [-25.44, 6.83, 17.35], [-24.96, 7.69, 16.66], [-24.71, 5.52, 17.47], [-26.53, 7.20, 19.14], [-27.39, 6.20, 17.93], [-27.23, 7.94, 17.73], [-24.75, 5.15, 18.50], [-23.66, 5.66, 17.21], [-25.19, 4.79, 16.81], [-23.09, 12.95, 14.05], [-23.08, 11.54, 13.53], [-23.56, 10.65, 14.19], [-22.45, 11.25, 12.20], [-22.60, 12.93, 15.03], [-24.13, 13.25, 14.19], [-22.55, 13.63, 13.40], [-22.41, 10.18, 12.01], [-21.46, 11.70, 12.08], [-23.13, 11.73, 11.48], [-26.90, 11.92, 17.23], [-25.41, 11.74, 17.17], [-24.94, 10.73, 16.70], [-24.53, 12.84, 17.67], [-27.38, 11.17, 17.86], [-27.32, 11.81, 16.23], [-27.18, 12.91, 17.61], [-24.80, 13.82, 17.27], [-23.49, 12.63, 17.48], [-24.71, 12.97, 18.75]], "gap_ha": [0.34986, 0.27934], "e_above_lowest_kcal_mol": 5.7, "s2": 8.76, "multiplicity": 6, "e_homo_ev": [-9.05, -8.78]}

=====

{"formula": "C6H13N", "method": "the ωB97M-V functional and the def2-TZVPD basis", "elements": ["C", "C", "C", "C", "C", "C", "N", "H", "H", "H", "H", "H", "H", "H", "H", "H", "H", "H", "H", "H"], "xyz": [[2.03, -0.57, 1.31], [1.45, 0.15, 0.08], [-0.07, 0.35, 0.11], [-0.73, 0.67, 1.47], [-0.81, 0.32, -1.02], [-2.15, -0.44, -1.04], [-0.28, 0.53, -2.32], [2.94, -1.12, 1.06], [2.31, 0.05, 2.16], [1.31, -1.33, 1.64], [1.63, -0.39, -0.84], [1.98, 1.11, 0.04], [-1.36, -0.18, 1.77], [-1.28, 1.60, 1.44], [0.04, 0.72, 2.24], [-2.78, -0.19, -1.89], [-2.65, -0.27, -0.10], [-1.89, -1.50, -1.00], [0.67, 0.86, -2.35], [-0.37, -0.37, -2.78]], "smiles": "CC/C(C)=C(/C)N", "gap_ha": 0.31453, "e_above_lowest_kcal_mol": 23.6, "multiplicity": 1, "e_homo_ev": -7.61}

=====

{"formula": "C4H10O2", "method": "the ωB97M-V functional and the def2-TZVPD basis", "elements": ["O", "C", "C", "C", "C", "H", "H", "H", "H", "H", "H", "H", "H", "H", "H", "O"], "xyz": [[0.40, 1.63, -1.31], [-0.64, 1.11, -1.36], [-1.20, -0.10, -0.68], [-0.46, -0.34, 0.68], [-0.88, -1.67, 1.27], [-1.39, 1.64, -2.02], [-2.25, -0.03, -0.42], [-0.89, -0.94, -1.31], [0.62, -0.36, 0.48], [-0.54, 0.52, 1.35], [-1.96, -1.67, 1.45], [-0.44, -1.79, 2.26], [-0.54, -2.52, 0.70], [3.32, 2.27, -0.43], [3.48, 0.81, -0.69], [3.37, 1.43, 0.04]], "gap_ha": [0.33582, 0.18527], "charge": 1, "e_above_lowest_kcal_mol": 50.6, "s2": 0.76, "multiplicity": 2, "e_homo_ev": [-14.92, -14.79]}

=====

{"formula": "C35H35IN6O7SiTi", "method": "the ωB97M-V functional and the def2-TZVPD basis", "elements": ["Ti", "C", "N", "C", "C", "C", "C", "C", "C", "C", "N", "C", "C", "C", "C", "C", "C", "N", "C", "C", "H", "H", "H", "H", "H", "H", "H", "H", "H", "H", "H", "H", "H", "H", "H", "H", "H", "H", "H", "H", "C", "C", "C", "C", "C", "C", "Si", "C", "C", "C", "C", "C", "C", "H", "H", "H", "H", "H", "H", "H", "H", "H", "H", "H", "O", "N", "O", "C", "C", "C", "C", "O", "C", "C", "N", "O", "O", "N", "O", "O", "H", "H", "I", "C", "H", "H"], "xyz": [[0.85, 0.10, 0.44], [0.42, -3.54, -2.67], [1.36, -2.48, -2.35], [1.26, -1.31, -3.17], [2.22, -2.62, -1.29], [2.53, -3.93, -0.86], [3.39, -4.18, 0.20], [3.99, -3.13, 0.87], [3.67, -1.84, 0.49], [2.79, -1.55, -0.55], [2.43, -0.18, -0.76], [3.44, 0.68, -1.15], [4.73, 0.27, -1.51], [5.71, 1.20, -1.84], [5.43, 2.55, -1.83], [4.13, 2.97, -1.53], [3.15, 2.06, -1.20], [1.78, 2.43, -0.96], [1.07, 2.41, -2.25], [1.62, 3.73, -0.34], [0.85, -4.30, -3.33], [0.06, -4.02, -1.76], [-0.44, -3.09, -3.16], [1.15, -1.62, -4.22], [0.39, -0.70, -2.91], [2.17, -0.71, -3.11], [2.09, -4.77, -1.38], [3.58, -5.21, 0.49], [4.65, -3.30, 1.71], [4.08, -1.00, 1.04], [4.97, -0.78, -1.49], [6.70, 0.85, -2.09], [6.19, 3.28, -2.07], [3.89, 4.03, -1.54], [1.49, 3.16, -2.93], [1.17, 1.43, -2.70], [0.01, 2.61, -2.10], [0.58, 3.87, -0.03], [2.26, 3.79, 0.55], [1.88, 4.56, -1.02], [-5.26, -0.80, 1.38], [-5.06, -0.42, 0.06], [-3.90, 0.26, -0.30], [-2.93, 0.58, 0.65], [-3.15, 0.19, 1.97], [-4.30, -0.50, 2.34], [-1.35, 1.52, 0.12], [-1.65, 3.22, 0.96], [-2.03, 4.34, 0.21], [-2.28, 5.57, 0.80], [-2.17, 5.72, 2.18], [-1.80, 4.63, 2.95], [-1.54, 3.40, 2.34], [-6.14, -1.36, 1.66], [-5.77, -0.70, -0.70], [-3.73, 0.50, -1.34], [-2.39, 0.37, 2.73], [-4.43, -0.82, 3.36], [-1.72, 1.89, -1.28], [-2.14, 4.24, -0.86], [-2.57, 6.42, 0.19], [-2.36, 6.68, 2.64], [-1.71, 4.73, 4.02], [-1.25, 2.57, 2.97], [-4.76, -5.15, 1.46], [-3.88, -4.64, 2.13], [-3.75, -4.83, 3.33], [-2.94, -3.73, 1.47], [-3.11, -3.45, 0.13], [-2.26, -2.54, -0.52], [-1.19, -1.97, 0.22], [-0.32, -1.12, -0.31], [-1.08, -2.27, 1.59], [-1.95, -3.14, 2.24], [-0.14, -1.59, 2.39], [-0.27, -1.44, 3.63], [1.03, -1.21, 1.82], [-2.54, -2.23, -1.84], [-1.92, -1.28, -2.42], [-3.46, -2.88, -2.44], [-3.92, -3.89, -0.43], [-1.86, -3.32, 3.30], [3.33, 1.59, 2.54], [1.21, 1.49, 2.05], [0.78, 1.12, 2.98], [0.95, 2.55, 1.94]], "gap_ha": [0.15483, 0.23976], "charge": -2, "e_above_lowest_kcal_mol": 9.7, "s2": 2.05, "multiplicity": 3, "e_homo_ev": [-0.31, -2.62]}

=====

{"formula": "C18H19ClN2O3", "method": "the ωB97M-V functional and the def2-TZVPD basis", "elements": ["C", "C", "C", "C", "N", "C", "O", "C", "C", "C", "Cl", "C", "C", "C", "N", "C", "O", "C", "C", "C", "C", "O", "C", "C", "H", "H", "H", "H", "H", "H", "H", "H", "H", "H", "H", "H", "H", "H", "H", "H", "H", "H", "H"], "xyz": [[-0.49, 2.45, 4.74], [-0.88, 1.33, 3.78], [-1.86, 1.85, 2.71], [-1.81, 0.98, 1.46], [-0.49, 1.07, 0.84], [-0.39, 0.65, -0.43], [-1.37, 0.16, -1.00], [0.92, 0.78, -1.13], [1.69, 1.93, -0.99], [2.91, 2.04, -1.64], [3.84, 3.48, -1.45], [3.38, 1.00, -2.42], [2.61, -0.13, -2.60], [1.36, -0.24, -2.00], [0.51, -1.31, -2.23], [0.76, -2.48, -2.89], [1.84, -2.81, -3.34], [-0.44, -3.32, -3.01], [-1.75, -3.13, -2.62], [-2.45, -4.29, -3.01], [-1.52, -5.10, -3.60], [-0.32, -4.53, -3.60], [0.61, 1.36, 1.74], [0.35, 0.71, 3.09], [-1.38, 2.90, 5.17], [0.13, 2.06, 5.55], [0.07, 3.22, 4.21], [-1.38, 0.54, 4.36], [-2.87, 1.85, 3.10], [-1.60, 2.87, 2.44], [-2.54, 1.32, 0.72], [-2.04, -0.06, 1.71], [1.33, 2.76, -0.40], [4.34, 1.08, -2.90], [2.96, -0.93, -3.23], [-0.44, -1.14, -1.90], [-2.17, -2.27, -2.13], [-3.49, -4.49, -2.88], [-1.61, -6.08, -4.04], [0.72, 2.45, 1.87], [1.53, 0.98, 1.31], [0.21, -0.36, 2.94], [1.23, 0.84, 3.72]], "smiles": "CC1CCN(C(=O)c2cc(Cl)ccc2NC(=O)c2ccco2)CC1", "gap_ha": 0.32069, "e_above_lowest_kcal_mol": 25.0, "multiplicity": 1, "e_homo_ev": -8.32}

=====

{"formula": "C31H57Cl3I2NbO8Si", "method": "the ωB97M-V functional and the def2-TZVPD basis", "elements": ["C", "O", "C", "Nb", "Cl", "C", "C", "O", "Si", "C", "C", "C", "C", "Cl", "C", "C", "Cl", "C", "I", "C", "C", "I", "C", "C", "C", "C", "C", "C", "H", "H", "H", "H", "H", "H", "H", "H", "H", "H", "H", "H", "H", "H", "H", "H", "H", "H", "H", "H", "H", "H", "H", "H", "H", "H", "H", "H", "H", "C", "O", "C", "C", "O", "C", "C", "O", "C", "H", "H", "H", "H", "H", "H", "H", "H", "H", "H", "H", "H", "H", "H", "C", "O", "C", "C", "O", "C", "C", "O", "C", "H", "H", "H", "H", "H", "H", "H", "H", "H", "H", "H", "H", "H", "H"], "xyz": [[-0.89, -2.20, -7.69], [-0.79, -0.88, -7.25], [-1.99, -0.36, -6.68], [-2.03, -0.41, -4.40], [0.20, -1.44, -4.30], [-4.03, 0.48, -4.73], [-5.25, -0.43, -4.73], [-6.38, 0.28, -4.20], [-7.66, -0.55, -3.55], [-7.37, -2.38, -3.25], [-8.07, 0.26, -1.89], [-9.16, -0.32, -4.68], [-2.57, -0.78, -2.21], [-4.22, -1.29, -1.80], [-1.74, -0.61, -1.18], [-0.31, -0.21, -1.28], [-2.24, -0.87, 0.48], [-1.26, 1.71, -4.10], [-2.26, 2.81, -2.53], [-0.28, 2.33, -4.76], [0.49, 1.67, -5.86], [0.43, 4.31, -4.37], [-2.81, -2.54, -4.70], [-2.41, -3.52, -3.77], [-2.81, -4.85, -3.86], [-3.64, -5.25, -4.90], [-4.07, -4.31, -5.83], [-3.66, -2.98, -5.73], [-0.96, -2.90, -6.86], [-1.74, -2.33, -8.37], [0.02, -2.42, -8.24], [-2.11, 0.68, -6.99], [-2.84, -0.89, -7.13], [-4.00, 0.98, -5.70], [-4.23, 1.28, -4.02], [-5.48, -0.70, -5.76], [-5.09, -1.36, -4.20], [-7.49, -2.95, -4.16], [-6.35, -2.57, -2.91], [-8.02, -2.76, -2.48], [-8.00, -0.47, -1.09], [-9.04, 0.74, -1.90], [-7.31, 1.01, -1.69], [-9.78, -1.21, -4.71], [-9.72, 0.54, -4.32], [-8.81, -0.08, -5.68], [-0.10, 0.53, -2.03], [0.30, -1.09, -1.47], [0.02, 0.19, -0.32], [0.81, 0.66, -5.61], [1.38, 2.25, -6.08], [-0.09, 1.68, -6.78], [-1.77, -3.24, -2.95], [-2.45, -5.54, -3.12], [-3.93, -6.29, -4.96], [-4.72, -4.62, -6.63], [-4.01, -2.27, -6.46], [3.12, -2.09, 3.70], [3.51, -0.86, 3.13], [4.87, -0.56, 3.38], [5.38, 0.47, 2.40], [5.74, -0.07, 1.13], [4.66, -0.37, 0.25], [4.05, 0.84, -0.42], [3.15, 1.48, 0.46], [2.81, 2.78, 0.02], [3.25, -2.07, 4.79], [2.07, -2.24, 3.47], [3.70, -2.92, 3.28], [5.49, -1.46, 3.31], [4.95, -0.15, 4.40], [6.32, 0.88, 2.80], [4.68, 1.30, 2.29], [3.90, -0.97, 0.75], [5.11, -0.99, -0.53], [3.50, 0.52, -1.31], [4.85, 1.53, -0.72], [3.70, 3.42, -0.01], [2.10, 3.20, 0.73], [2.35, 2.75, -0.97], [5.34, 1.51, 12.28], [4.72, 1.92, 11.09], [4.73, 3.33, 10.94], [4.49, 3.72, 9.49], [5.65, 3.62, 8.68], [6.02, 2.32, 8.24], [5.17, 1.79, 7.11], [3.94, 1.28, 7.60], [2.99, 1.11, 6.57], [4.83, 1.93, 13.16], [5.28, 0.43, 12.33], [6.39, 1.81, 12.31], [5.69, 3.75, 11.27], [3.93, 3.76, 11.56], [4.23, 4.78, 9.48], [3.66, 3.17, 9.07], [6.04, 1.62, 9.08], [7.04, 2.43, 7.87], [5.71, 0.98, 6.60], [4.98, 2.60, 6.39], [2.75, 2.07, 6.10], [2.09, 0.70, 7.02], [3.36, 0.41, 5.81]], "gap_ha": 0.25233, "charge": -1, "multiplicity": 1, "e_homo_ev": -5.44}

=====

{"formula": "C2H4FPS", "method": "the ωB97M-V functional and the def2-TZVPD basis", "elements": ["C", "C", "F", "P", "S", "H", "H", "H", "H"], "xyz": [[-0.95, -1.05, 0.18], [0.52, 1.17, -0.67], [-0.32, -1.53, -0.91], [-0.59, 0.61, 0.68], [-2.05, -2.02, 0.93], [0.48, 0.54, -1.55], [1.55, 1.21, -0.31], [0.23, 2.19, -0.93], [1.13, -1.10, 2.57]], "gap_ha": [0.30669, 0.26353], "e_above_lowest_kcal_mol": 69.9, "multiplicity": 1, "e_homo_ev": [-8.82, -9.33]}

=====

no.,largest force on an atom (eV/Å),DFT total energy (eV)
1,2.441,-7220.1266
2,1.047,-87724.6793
3,1.722,-7921.8103
4,2.351,-8394.7169
5,1.154,-99224.6629
6,0.958,-40620.3789
7,1.259,-112644.7393
8,0.826,-24975.9305